(1)
# C4H5NO

C4H5NO in the gas phase in a non-equilibrium geometry (the ωB97M-V functional and the def2-TZVPD basis, OMol25).

Structure (XYZ):
```
11
Properties=species:S:1:pos:R:3:forces:R:3:lowdin_charge:R:1
N -0.09243 -1.02948 -0.13221 2.45 -0.95 0.96 0.081
C -1.40244 -0.68124 0.02709 -0.19 -3.23 -0.23 -0.164
H -2.16854 -1.40282 0.19128 -0.25 -0.33 0.00 0.107
C -0.14008 1.18011 -0.07564 0.72 1.07 0.71 -0.039
H -0.00125 2.27338 0.12095 0.37 -1.37 -0.49 0.116
H 0.37224 -1.85035 0.24887 -0.69 -0.17 -0.45 0.159
H 2.67953 0.55454 -0.18988 -2.74 -1.33 0.60 0.189
H -2.15663 1.26098 0.37276 -1.60 0.28 -0.46 0.090
O 1.94967 -0.11066 0.09276 6.43 0.26 -0.04 0.089
C 0.70076 0.10368 -0.00935 -3.89 1.28 -1.54 -0.464
C -1.43752 0.60676 -0.03553 -0.61 4.49 0.96 -0.164
```
Forces are in eV/Å.

## Properties
LUMO: 0.022 hartree
gap between HOMO and LUMO: 8.3 eV
structure (SMILES): Oc1ccc[nH]1
ΔE to the lowest compared entry with this formula, charge and spin: 34.7 kcal/mol

(2)
# C2H2INO3

2 unconnected molecules or ions with the total composition C2H2INO3 in a non-equilibrium geometry (the ωB97M-V functional and the def2-TZVPD basis, OMol25).

Structure (XYZ):
```
9
Properties=species:S:1:pos:R:3:forces:R:3:lowdin_charge:R:1
C 2.36057 -0.82630 -0.99717 -1.90 -2.59 -0.86 -0.811
I 3.66450 0.19020 0.23634 0.77 0.68 0.68 0.820
O 2.41413 -0.89534 -2.17718 -0.28 0.24 1.84 -0.032
N 0.13150 -0.13336 0.10178 0.35 1.67 -0.94 0.012
H -0.44182 0.12210 -0.68541 -0.43 -1.10 -0.67 0.100
H -0.09397 0.64697 0.70866 0.03 -0.98 1.48 0.105
O -0.12381 -1.43313 0.56333 -0.75 1.39 0.36 -0.021
C 0.91814 -2.21086 0.26814 2.12 2.97 -2.54 -0.349
O 1.01691 -3.34644 0.38398 0.09 -2.29 0.64 0.176
```
Forces are in eV/Å.

## Properties
LUMO (spin up / spin down): -0.026 / -0.026 hartree
gap between HOMO and LUMO (spin up / spin down): 7.7 / 7.7 eV
ΔE to the lowest compared entry with this formula, charge and spin: 111.1 kcal/mol

(3)
# C2H3ClO2S

2 unconnected molecules or ions with the total composition C2H3ClO2S in a non-equilibrium geometry (the ωB97M-V functional and the def2-TZVPD basis, OMol25).

Structure (XYZ):
```
9
Properties=species:S:1:pos:R:3:forces:R:3:lowdin_charge:R:1
C -2.24343 -1.05048 0.45812 -3.07 -0.63 1.08 -0.001
H -3.06564 -1.85029 0.40446 1.83 1.19 -0.26 0.100
Cl 2.15605 -0.12958 1.16857 -0.16 0.20 -0.12 0.175
H 2.74465 2.72184 -1.10840 -0.99 -1.45 0.85 0.084
O -0.15756 -1.14558 -0.75192 2.83 -0.37 -1.97 0.043
C -1.13852 -1.04911 -0.20312 -2.37 -0.65 1.29 -0.353
O 2.74125 1.86392 -0.60009 1.49 1.40 -0.54 -0.586
H -2.50025 -0.21285 1.09751 0.28 0.00 -0.15 0.058
S 1.46346 0.85212 -0.46513 0.16 0.32 -0.17 0.482
```
Forces are in eV/Å.

## Properties
LUMO: 0.006 hartree
gap between HOMO and LUMO: 8.6 eV
structure (SMILES): C=C=O.OSCl
ΔE to the lowest compared entry with this formula, charge and spin: 48.1 kcal/mol

(4)
# C2H4OS

C2H4OS in the gas phase in a non-equilibrium geometry (the ωB97M-V functional and the def2-TZVPD basis, OMol25).

Structure (XYZ):
```
8
Properties=species:S:1:pos:R:3:forces:R:3:lowdin_charge:R:1
O 2.62032 -0.73522 -0.18508 1.13 -1.06 -0.27 -0.595
H -1.15743 1.72652 -0.07796 0.59 -0.06 -0.52 0.061
H -1.99399 0.20578 -0.10748 -1.20 -0.99 -0.60 0.036
C 0.01248 -0.05232 -0.14389 3.34 -0.61 -0.72 -0.314
H 2.81095 -1.36776 0.55813 -0.65 1.72 -0.33 0.071
C -1.06051 0.65728 -0.28247 -0.71 2.04 1.61 -0.122
H -0.04857 -1.18309 -0.29062 0.83 1.62 0.52 0.086
S 1.93933 0.75882 -0.01026 -3.33 -2.67 0.31 0.776
```
Forces are in eV/Å.

## Properties
LUMO: 0.015 hartree
gap between HOMO and LUMO: 9.2 eV
structure (SMILES): C=CSO
ΔE to the lowest compared entry with this formula, charge and spin: 63.6 kcal/mol

(5)
# C33H24F11N5O2S2V

A molecular structure, C33H24F11N5O2S2V in a non-equilibrium geometry (the ωB97M-V functional and the def2-TZVPD basis, OMol25).

Structure (XYZ):
```
78
Properties=species:S:1:pos:R:3:forces:R:3:mulliken_spin:R:1
N -1.31197 0.95620 1.58210 0.76 -0.21 0.17 0.004
C 1.01183 0.69192 4.49670 0.34 -0.49 -0.18 0.002
H -1.20686 -4.49115 -1.36320 -0.09 0.33 0.17 0.000
H -3.87886 1.01827 1.26551 -0.13 0.34 -0.25 -0.004
C -1.47477 3.75427 -0.74819 0.14 -0.41 0.06 0.004
C 3.53173 -4.39873 -2.01902 0.30 0.88 -0.21 0.000
C 0.31451 1.28025 3.46221 -0.85 -1.06 0.15 -0.010
H 4.39426 -2.58551 -1.12630 0.24 0.09 0.82 0.000
S 2.00187 -4.13745 -1.16885 -1.07 -0.66 0.79 0.000
C -0.44863 0.45159 2.56937 -0.34 1.47 -0.87 0.018
H 4.09282 1.00341 -2.67728 -0.39 -0.40 -0.18 0.001
C -3.89833 -4.98512 0.28682 -0.37 1.74 0.59 0.000
C 1.52988 -2.69373 -2.06603 0.90 -0.73 0.11 0.002
C 4.48406 0.40849 -0.59338 -0.69 0.37 -0.07 0.026
F 1.69442 1.42986 5.36639 0.15 0.47 0.38 0.000
C -1.55760 -2.17959 -0.80021 1.19 0.03 -1.10 0.014
C 4.16432 -3.01568 -2.07360 -0.10 -0.22 -1.07 0.000
H -3.62133 3.66668 -1.19092 0.32 -0.46 0.19 0.003
C 1.15172 -0.71213 4.61142 0.79 1.47 0.80 -0.004
H -1.54647 4.34207 0.17008 -0.42 -0.18 0.09 -0.003
H -4.86894 1.48391 -1.07683 -1.15 0.32 0.15 0.000
N -0.65355 -2.93540 -1.42357 0.54 0.94 0.15 0.000
F 0.43389 5.62039 -0.57414 0.57 -0.98 0.02 0.000
C 0.89547 3.19541 -0.95002 -0.40 1.58 0.01 0.064
C -3.93809 0.98674 -1.24215 -0.19 0.06 0.49 0.044
H 2.06361 -0.42861 1.51512 -0.85 -0.44 1.42 0.004
H -3.76588 1.08326 -2.29968 0.47 -0.28 -0.37 -0.013
H -3.42171 -1.23907 0.88248 0.22 -0.11 -0.35 0.011
O -1.94212 -5.08265 -1.03899 -0.38 -0.59 0.30 0.000
C -4.84951 -4.23796 1.01776 -0.22 -1.53 -0.53 0.000
N -0.38372 2.76460 -0.66017 -0.08 0.56 -0.70 -0.110
C -2.17396 2.07256 1.90192 -0.75 -0.16 0.24 0.020
C 2.21009 -0.07168 0.54278 -0.01 0.45 -1.31 0.016
F 1.93195 -1.23179 5.59756 -0.58 0.33 -0.70 0.000
F 5.45875 2.11836 -1.87118 1.06 0.06 -0.24 0.000
N 0.37191 -2.24790 -2.13125 -1.83 1.04 0.37 0.001
H -1.34795 4.48971 -1.53768 0.44 0.15 -0.19 0.001
C 1.18750 0.33183 -0.24220 0.71 0.10 -0.29 -0.049
V -0.87357 0.88531 -0.35794 0.29 -1.03 0.98 2.016
C -2.77896 -4.35616 -0.28430 -0.06 0.27 -0.35 -0.001
F 0.80089 -2.83850 3.65038 -0.32 1.65 0.08 0.000
H -2.49672 2.78930 -2.23730 -0.19 -0.49 -0.37 0.002
H 2.19588 0.27285 -2.23042 0.10 0.53 0.55 0.011
C 4.26255 1.46497 -1.71377 0.11 0.67 0.90 -0.001
H 3.36175 -4.70706 -3.04865 -0.01 -0.38 0.02 0.000
C -0.23688 -0.91184 2.63429 0.80 -0.70 0.84 -0.034
H -1.67778 3.04043 1.90916 0.06 0.22 -0.45 -0.008
C -2.72189 3.00438 -1.20487 0.11 0.38 1.14 0.007
C -4.70772 -2.85706 1.20940 1.07 -2.28 -0.81 0.000
C -3.58688 -2.29186 0.65668 0.64 1.07 0.02 0.001
C 3.64702 -0.17887 0.28694 1.36 0.33 -1.22 -0.016
H -5.73088 -4.83731 1.37145 0.84 0.93 -0.12 0.000
O -1.61841 -0.88739 -0.79146 -0.22 -0.92 -0.11 -0.005
F -0.79894 -1.73457 1.72542 0.44 0.40 0.97 0.002
H -5.37289 -2.31855 1.80258 -1.01 0.89 0.79 0.000
C 1.90012 2.32143 -1.40733 -1.03 -1.13 -0.02 -0.106
F 0.26680 2.62626 3.36401 0.01 -0.61 0.03 0.000
H -2.59145 1.99338 2.91599 -0.01 -0.17 0.04 0.002
H 4.18082 -0.90471 0.90726 -0.16 0.18 0.04 -0.001
H -4.04489 -0.04723 -0.94913 0.27 -0.22 0.06 0.007
C 2.63501 4.89071 -0.89124 0.16 -1.49 -0.47 0.000
S 2.94593 -1.95635 -2.88992 -0.51 -0.19 -0.22 0.001
H -4.07293 2.78855 0.91736 -0.09 0.04 0.39 -0.001
F 0.30694 0.79431 -2.39995 -0.20 0.25 0.21 0.007
H 5.03113 -3.00159 -2.72395 0.32 0.04 -0.03 0.000
C 3.59317 3.88544 -1.13498 -0.51 0.82 0.45 0.001
F 5.81896 0.04574 -0.58930 -0.90 -0.05 0.02 0.001
C -2.62603 -2.96448 -0.11584 -0.64 0.20 0.18 0.004
F 3.11304 6.12248 -0.72576 -0.39 0.39 0.17 0.000
H 4.09451 -5.13571 -1.46255 0.28 -0.11 0.06 0.000
N -2.93315 1.71644 -0.46782 0.33 0.85 -0.85 -0.033
C 1.52623 0.88267 -1.60524 -0.43 -0.58 0.20 0.090
F 4.83278 4.32281 -0.95997 1.09 0.13 -0.15 0.000
H -4.02812 -6.02446 0.11903 -0.12 -0.77 -0.07 0.000
C 0.58910 -1.46669 3.65382 -1.10 -2.56 -1.89 0.002
C 1.29310 4.56824 -0.81992 0.29 0.06 -0.04 0.000
C 3.25028 2.58766 -1.44052 0.25 -0.13 0.32 -0.010
C -3.38226 1.94140 0.93491 0.82 -0.34 -0.16 0.019
```
Forces are in eV/Å.

## Properties
LUMO (spin up / spin down): 0.085 / 0.085 hartree
net charge: -1
gap between HOMO and LUMO (spin up / spin down): 7.1 / 7.3 eV
spin multiplicity: 3
ΔE to the lowest compared entry with this formula, charge and spin: 30.4 kcal/mol

(6)
# C5H8N3O

A gas-phase ion, C5H8N3O (charge +1) in a non-equilibrium geometry (the ωB97M-V functional and the def2-TZVPD basis, OMol25).

Structure (XYZ):
```
17
Properties=species:S:1:pos:R:3:forces:R:3:lowdin_charge:R:1
C -0.09118 -0.90702 0.27280 1.42 1.19 0.43 0.051
C 0.60183 1.35235 0.06013 -2.29 -3.22 -0.30 -0.005
N 0.99299 0.01714 0.27847 -1.51 0.87 0.15 -0.137
O 4.23890 0.34683 -0.09094 1.38 1.20 0.59 0.193
H -3.13498 -0.03720 0.58364 1.60 -1.42 -1.93 0.161
H 2.68425 0.33221 1.53319 -1.01 -0.34 -0.80 0.227
N 2.24517 -0.31173 0.81115 0.58 0.57 -0.83 0.160
H -1.30334 2.13253 -0.46528 -0.75 -0.31 -0.12 0.136
N -1.09274 -0.07296 -0.02924 1.95 1.26 0.18 -0.206
C 3.35824 -0.38259 -0.28126 -0.01 0.29 0.38 -0.118
C -2.40964 -0.52468 -0.25659 -1.17 -1.36 5.34 -0.029
H -2.26972 -1.63988 -0.10256 -1.23 1.29 -0.79 0.119
H 1.30175 2.06265 -0.06443 1.99 2.63 -0.21 0.090
H 2.02278 -1.16737 1.25336 0.19 -2.00 0.82 0.150
H 3.33597 -0.96920 -1.17817 -1.26 -1.06 -0.29 0.162
C -0.72221 1.26858 -0.20888 1.77 0.03 0.76 -0.005
H -2.63707 -0.10094 -1.13980 -1.66 0.38 -3.37 0.050
```
Forces are in eV/Å.

## Properties
LUMO: -0.161 hartree
net charge: +1
gap between HOMO and LUMO: 9.4 eV
ΔE to the lowest compared entry with this formula, charge and spin: 109.9 kcal/mol